An isolated molecule of C7H14N2. Source: the OMol25 dataset; level of theory: ωB97M-V/def2-TZVPD.

Energy (Ha): -384.61357
HOMO level (eV): -9.34
HOMO-LUMO gap (eV): 10.178
Total charge: 0
Maximum force (eV/Å): 0.91
Structure (SMILES): [H]/N=C(C)\C(=N/[H])C(C)(C)C
ΔE to the lowest compared entry with this formula, charge and spin (eV): 0.4986

Geometry (Å):
1 N -2.48429 -0.16294 0.98885
2 H -2.11492 0.12446 1.89718
3 C 0.86124 -0.01528 0.23573
4 H 1.98271 1.76476 0.69859
5 C -1.72415 0.05574 0.01016
6 H 1.53352 -1.93386 0.95273
7 H -1.57056 -1.12246 -1.76588
8 C 1.86610 0.75972 1.09121
9 H 0.15930 -1.28766 1.84753
10 H -3.22268 -0.63519 -1.32541
11 H 1.51534 0.83318 2.11767
12 H 2.36516 -0.74340 -1.13258
13 C 1.43184 -0.18332 -1.18019
14 C 0.59673 -1.38888 0.85567
15 H 0.74063 -0.72464 -1.82461
16 H -1.25490 2.52652 0.00580
17 N -0.36126 2.04846 0.10783
18 C -0.42185 0.78584 0.11329
19 H 1.63002 0.79220 -1.62112
20 H -2.08869 0.54183 -2.03696
21 H -0.08230 -1.97932 0.24303
22 C -2.18699 -0.31264 -1.36617
23 H 2.83002 0.25686 1.08766


A cluster of 12 separate species, C64H140N4O24 in total at a distorted geometry. Source: the OMol25 dataset; level of theory: ωB97M-V/def2-TZVPD.

Energy (Ha): -4546.63762
HOMO level (eV): -9.13
HOMO-LUMO gap (eV): 9.623
Total charge: 0
Maximum force (eV/Å): 3.79
Structure (SMILES): COCCOCCOC.COCCOCCOC.COCCOCCOC.COCCOCCOC.COCCOCCOC.COCCOCCOC.COCCOCCOC.COCCOCCOC.CCCC#N.CCCC#N.CCCC#N.CCCC#N

Geometry (Å):
1 C -34.40648 6.70723 -12.52626
2 O -27.89763 10.91805 -20.65750
3 H -21.83263 9.90317 -15.20281
4 C -30.72975 -1.04461 -14.54026
5 H -31.74693 -0.76322 -14.48836
6 H -32.72847 7.39958 -14.88766
7 C -25.14437 3.54011 -15.68854
8 O -27.86162 4.50189 -12.45566
9 C -37.56365 2.78679 -15.40866
10 H -29.31436 9.70706 -12.67244
11 C -29.65263 9.61440 -15.59381
12 H -31.82781 -3.46002 -14.84682
13 H -34.34967 3.18795 -16.49692
14 N -33.70002 9.15124 -12.14646
15 H -21.43229 9.34970 -11.47917
16 C -25.42908 12.07625 -11.42897
17 C -33.11072 7.06377 -15.85852
18 H -24.83728 3.13892 -16.67309
19 H -20.54990 9.49841 -13.05404
20 O -25.72189 4.48105 -20.30019
21 O -22.40243 6.02851 -6.83639
22 C -24.76374 9.01808 -9.36077
23 C -25.26176 4.69705 -21.64347
24 H -34.34675 5.37350 -9.27509
25 H -33.99043 7.70025 -16.03947
26 C -23.78786 6.34483 -6.83577
27 N -24.92332 7.73613 -20.19076
28 H -24.59268 6.36835 -9.85267
29 H -28.85097 10.39464 -15.54822
30 H -30.29444 6.35578 -18.23568
31 H -26.79147 8.74544 -17.77004
32 H -32.20212 5.55621 -20.50946
33 H -26.14882 3.25094 -7.96643
34 H -30.69032 3.72991 -14.95395
35 C -26.81374 12.48023 -11.01719
36 H -26.15501 2.48795 -20.32936
37 H -26.40318 3.27857 -13.30184
38 H -30.85968 10.02685 -19.32137
39 H -35.25394 6.90781 -13.22001
40 H -27.07896 8.95406 -4.73359
41 H -32.41220 7.31714 -16.66121
42 N -21.59991 6.58144 -12.87655
43 H -28.74083 7.61172 -8.92086
44 H -26.13193 11.95840 -20.08711
45 H -25.45794 11.74388 -12.50357
46 C -23.86173 4.14849 -14.95998
47 O -31.25429 4.59024 -18.92182
48 H -30.35829 11.29896 -11.06904
49 H -22.82971 10.83511 -12.89019
50 H -31.21117 12.76868 -10.66871
51 O -23.47548 5.37640 -15.57471
52 H -27.72635 7.50399 -5.60235
53 H -27.49096 11.54820 -10.98784
54 C -36.20881 2.88353 -14.73939
55 H -31.45459 9.65428 -8.66690
56 O -35.44291 4.03275 -14.99366
57 H -32.62141 -2.43194 -16.01033
58 C -21.84082 5.89003 -8.13428
59 H -31.34996 11.53389 -14.98207
60 C -31.21957 5.01497 -20.30906
61 H -31.51941 1.88665 -16.84941
62 H -32.47976 3.48492 -15.30581
63 C -30.51003 5.29372 -17.92943
64 H -24.66623 8.33378 -16.91869
65 H -24.55154 5.49424 -21.58221
66 H -30.06141 11.52286 -13.71683
67 C -29.66878 7.61060 -12.26881
68 C -24.69234 5.13714 -6.76995
69 H -31.06134 4.19501 -20.95222
70 H -24.08924 4.21615 -6.99740
71 H -26.82075 7.84444 -12.55860
72 H -28.14766 10.59575 -5.57783
73 H -25.83525 5.64030 -14.06955
74 H -23.92487 4.33402 -13.87864
75 H -24.78426 12.95944 -11.37084
76 C -31.15212 11.71488 -10.42111
77 O -29.98687 1.10897 -15.78977
78 H -28.59921 12.95264 -8.95342
79 H -22.23543 4.97156 -8.59128
80 H -34.01135 5.46661 -17.65145
81 C -38.67109 1.79159 -17.21154
82 O -29.37749 10.34476 -17.89967
83 H -22.09625 6.70913 -8.75885
84 H -28.42301 3.59682 -9.04654
85 H -37.91247 3.79328 -15.69092
86 H -29.80054 4.24228 -13.07019
87 O -25.61387 5.26657 -7.80991
88 C -26.71521 3.41855 -20.19692
89 H -26.92047 4.30276 -6.73895
90 H -26.61955 3.82182 -18.11218
91 H -33.01195 5.59745 -10.45329
92 C -27.88371 13.71541 -9.33202
93 H -36.35039 2.83581 -13.65782
94 C -32.41923 3.69630 -12.84527
95 H -30.17559 11.20296 -6.89811
96 H -29.81454 9.77272 -9.48899
97 H -25.93872 9.55260 -11.10185
98 H -31.12271 5.31605 -17.03490
99 C -28.00903 6.82915 -8.92024
100 H -23.96454 6.87497 -5.90133
101 H -30.39993 -1.56559 -13.62591
102 H -23.60906 9.93669 -15.17414
103 C -30.37982 9.84430 -17.01954
104 N -29.92481 6.29619 -14.57631
105 O -23.78113 8.29059 -10.10059
106 H -29.10983 2.80130 -12.10557
107 H -24.08232 7.00806 -7.60963
108 H -29.91020 11.58665 -19.33286
109 O -37.39593 1.92834 -16.57150
110 C -21.59387 7.72571 -12.72766
111 H -24.81767 3.72422 -21.97409
112 O -30.79752 11.57218 -9.08959
113 H -26.04516 4.92573 -22.39420
114 C -29.81928 0.18866 -14.66519
115 H -27.56689 6.81267 -9.92311
116 O -31.80066 2.67294 -13.55329
117 C -30.49123 10.24568 -8.73095
118 H -32.22643 3.57744 -11.80219
119 H -25.44502 2.63763 -15.11854
120 C -25.61299 7.21987 -19.42276
121 O -26.64109 8.76889 -6.73825
122 C -22.77958 5.23468 -16.73893
123 O -28.47118 4.54877 -18.90767
124 C -26.55466 6.73923 -18.37874
125 C -26.86345 8.14715 -5.46796
126 H -35.28668 6.04061 -16.62372
127 O -24.72785 11.13917 -10.59918
128 H -35.15201 5.05135 -11.62851
129 H -25.48906 8.33002 -8.87976
130 C -26.68215 7.77029 -17.28142
131 H -27.47314 12.09516 -6.36661
132 H -24.22974 9.59283 -8.60950
133 H -23.06322 4.31937 -17.32805
134 H -29.89126 9.40230 -6.83527
135 H -25.18068 6.96896 -15.92041
136 H -25.74225 8.47736 -15.47550
137 H -25.99845 7.55588 -5.14814
138 H -39.35990 1.25139 -16.50094
139 H -25.80085 10.49450 -7.48232
140 C -34.44413 5.35276 -16.65206
141 C -27.42531 3.59375 -18.83772
142 O -30.59670 -1.88448 -15.67045
143 C -31.64369 -2.82371 -15.74801
144 O -33.43443 5.69551 -15.75121
145 C -22.75168 9.78370 -13.16390
146 H -30.85982 8.92942 -17.38235
147 H -30.46075 5.75764 -20.35813
148 H -39.24146 2.66368 -17.59468
149 C -35.01806 3.96705 -16.37202
150 H -28.81398 -0.22999 -14.71444
151 H -21.68600 5.07080 -16.56693
152 C -21.51603 9.19849 -12.55185
153 H -26.39551 10.50212 -9.63473
154 H -27.81807 2.56290 -18.57104
155 H -23.10048 3.38661 -15.12503
156 H -23.42664 6.57314 -11.09809
157 C -31.51035 3.00624 -14.90567
158 H -28.24467 9.10228 -19.57360
159 H -32.04366 1.09152 -15.50791
160 H -29.42328 4.33749 -11.24377
161 H -33.74437 7.01890 -9.68694
162 C -27.25662 3.91683 -13.63493
163 C -27.59070 10.95170 -6.47355
164 H -25.09432 7.26152 -11.27979
165 H -31.56551 10.76565 -13.22128
166 H -27.63311 7.58198 -16.71618
167 H -27.46734 6.50652 -18.91399
168 C -26.61668 4.27136 -7.76345
169 C -29.82329 10.46630 -19.23456
170 H -26.04039 5.90689 -17.97834
171 C -33.96871 6.01015 -10.07755
172 C -28.74959 9.92859 -20.15907
173 H -20.76210 5.69059 -8.03222
174 H -29.14299 8.62148 -15.60911
175 O -28.61296 5.60710 -8.54384
176 H -25.97964 10.30547 -20.07894
177 O -26.15641 4.46780 -15.85351
178 C -26.32399 10.17941 -6.59295
179 H -27.34858 3.57991 -21.10015
180 C -30.93580 11.01537 -14.07079
181 H -22.90554 6.13311 -17.29097
182 O -26.70065 13.07051 -9.73914
183 C -28.78068 8.83638 -12.33437
184 H -25.80078 10.23068 -5.61531
185 C -29.86825 6.94242 -13.61040
186 H -38.29060 2.40022 -14.64816
187 H -30.71546 7.85832 -11.71673
188 C -26.64355 4.98045 -14.62331
189 H -27.27751 4.69340 -9.77654
190 H -33.54759 3.79646 -12.98953
191 C -22.72616 9.51976 -14.67126
192 O -28.38005 10.55270 -7.60584
193 H -27.25454 7.09770 -8.19907
194 C -27.79609 4.47614 -8.85262
195 C -25.49941 7.89435 -16.37457
196 C -33.87708 8.01010 -12.32766
197 H -25.32048 5.00408 -5.84271
198 H -35.92489 3.82244 -16.97527
199 H -28.50276 9.00745 -11.23498
200 H -26.93206 9.56734 -12.98984
201 H -27.97928 3.40752 -14.21675
202 C -26.70048 11.07194 -19.85507
203 H -32.00135 11.11313 -10.65613
204 H -23.53104 9.20100 -12.68474
205 C -29.82602 10.31721 -7.40962
206 H -31.40781 -3.55329 -16.51989
207 H -35.83503 6.50985 -10.93026
208 H -29.20505 6.83834 -11.65678
209 C -27.45834 8.59446 -13.01766
210 C -29.16783 3.86495 -12.19041
211 O -30.61479 9.62660 -14.53698
212 C -34.90072 6.00323 -11.27549
213 H -29.22161 9.43349 -20.99480
214 H -32.01834 4.65698 -13.19549
215 H -28.69579 4.98589 -16.86360
216 H -38.39059 1.17847 -18.06407
217 C -29.21740 4.52041 -17.71182
218 H -33.73298 6.10591 -13.20511
219 H -27.24583 13.15390 -11.75971
220 H -27.62206 8.26895 -14.01768
221 H -29.95860 0.79030 -13.68754
222 H -35.50104 2.06704 -14.92667
223 H -31.26353 10.54277 -16.79527
224 C -24.27245 7.05302 -10.58741
225 H -27.61041 14.46368 -8.57374
226 H -26.93419 11.01234 -18.79279
227 C -25.50729 10.04407 -10.21306
228 H -29.36974 3.44676 -17.46631
229 C -31.26152 1.77433 -15.77752
230 H -22.79273 8.43800 -14.81998
231 H -27.42272 5.63917 -14.86633
232 H -28.28964 14.34287 -10.12755


A structure of composition C20H26BBrGaN7SbSe4. Source: the OMol25 dataset; level of theory: ωB97M-V/def2-TZVPD.

Energy (Ha): -15530.96158
HOMO level (eV): -3.37
HOMO-LUMO gap (eV): 4.906
Total charge: -1
Maximum force (eV/Å): 0.88

Geometry (Å):
1 Ga -0.09346 0.00413 0.33139
2 N 0.37585 -1.97101 0.06989
3 C 4.58807 -0.28238 1.99264
4 C -0.87875 0.47802 3.27010
5 N -1.89196 -0.66170 -0.58498
6 H 3.43389 -1.89307 -0.64138
7 C 3.53367 -0.92805 2.64324
8 H -4.54156 -1.13465 -2.41808
9 H 0.29260 1.89269 4.33689
10 Br 5.19816 1.58314 -1.94787
11 H -4.97642 -2.82469 0.88185
12 C -0.44597 -5.20869 1.48033
13 N -2.52725 -1.68102 0.06664
14 C -2.90351 -2.44566 4.23194
15 H -1.10924 0.76108 -2.71814
16 C -3.75775 -1.15705 -1.68336
17 C 3.00404 0.74672 0.50056
18 C 1.35291 -3.96057 0.07813
19 C -3.66371 -1.98713 -0.58936
20 Sb -0.07744 4.87543 -2.17768
21 C -2.19448 0.67200 -2.65879
22 C -1.59654 -0.19731 4.25770
23 Se -2.33006 4.68476 -3.03351
24 C 2.26918 -0.68152 2.17593
25 C -2.61214 -0.34414 -1.65289
26 H 3.68912 -1.59213 3.48060
27 B -1.83040 -2.38512 1.23344
28 C -4.60043 -3.04671 -0.11733
29 Se 2.67759 1.86652 -1.02299
30 C -0.16922 1.78634 3.35578
31 H -1.75424 0.11832 5.27349
32 H -2.39615 -3.40900 4.18410
33 N -0.91427 -0.24674 2.15037
34 H 5.61078 -0.43329 2.31158
35 H -3.84317 -2.54130 3.68819
36 H 2.67899 -2.57676 -2.08225
37 N -0.41160 -2.83105 0.77300
38 H -3.12870 -2.22436 5.27300
39 N -1.63724 -1.36996 2.39262
40 H 5.12408 1.05828 0.41227
41 H -2.56962 1.67054 -2.42183
42 H -2.45847 -3.33098 1.60340
43 H -0.87270 2.60888 3.21240
44 Se 0.14636 2.16663 -0.41640
45 H -4.11815 -4.02388 -0.08090
46 H 0.23253 -6.05861 1.43614
47 N 2.00394 0.13063 1.13869
48 C -2.06056 -1.35674 3.66085
49 H -0.64577 -4.98047 2.52727
50 H 2.05433 -4.75425 -0.10268
51 H 1.40421 -1.14613 2.63839
52 H -1.39000 -5.49763 1.01875
53 H -2.58425 0.39040 -3.63472
54 C 1.44552 -2.63481 -0.35444
55 C 0.16800 -4.04187 0.78400
56 H 0.59068 1.87961 2.58105
57 C 2.49372 -1.98236 -1.18892
58 H 2.19580 -0.98145 -1.50387
59 C 4.32677 0.55155 0.93594
60 H -5.44999 -3.10806 -0.79420
61 Se 1.55641 4.38605 -3.84395


A cluster of 2 separate species, CH6N2O3S in total at a distorted geometry. Source: the OMol25 dataset; level of theory: ωB97M-V/def2-TZVPD.

Energy (Ha): -774.97651
HOMO level (eV): -9.33
HOMO-LUMO gap (eV): 9.446
Total charge: 0
Maximum force (eV/Å): 7.03
ΔE to the lowest compared entry with this formula, charge and spin (eV): 3.3492

Geometry (Å):
1 H -2.65894 -0.79158 -1.50180
2 H -2.96460 0.14043 -0.06475
3 N 2.05029 -0.31385 -0.39664
4 H 1.41742 1.59974 -0.34967
5 S -0.51265 -0.12098 -0.25208
6 O -0.32351 -0.22583 1.39734
7 O 2.86255 -1.08544 0.22237
8 C -2.34877 -0.63617 -0.48095
9 H 0.49745 -0.49959 1.55679
10 O -0.59045 1.30738 -0.66141
11 N 2.25707 0.96770 -0.06852
12 H 2.93949 1.19888 0.60119
13 H -2.62535 -1.54070 -0.00185


A cluster of 2 separate species, F3H3SSi2 in total at a distorted geometry. Source: the OMol25 dataset; level of theory: ωB97M-V/def2-TZVPD.

Energy (Ha): -1278.62706
HOMO level (alpha / beta) (eV): -10.33 / -8.17
HOMO-LUMO gap (alpha / beta) (eV): 8.820 / 6.806
Total charge: 0
Maximum force (eV/Å): 3.22
ΔE to the lowest compared entry with this formula, charge and spin (eV): 4.2205

Geometry (Å):
1 H 1.00027 -1.42982 -1.91991
2 Si -1.00101 -0.44499 -0.50472
3 F 1.47495 -0.48132 1.47179
4 F 0.83908 1.91903 0.95103
5 F -0.59723 0.94001 2.40711
6 H 0.48475 1.75345 -1.41948
7 H -2.27339 -0.95722 -0.15103
8 S -0.19580 -1.79014 -1.94232
9 Si 0.26838 0.49100 1.10754


A structure of composition C24H18BiIO2P at a distorted geometry. Source: the OMol25 dataset; level of theory: ωB97M-V/def2-TZVPD.

Energy (Ha): -1929.28989
HOMO level (eV): -11.44
HOMO-LUMO gap (eV): 7.691
Total charge: +1
Maximum force (eV/Å): 1.32

Geometry (Å):
1 C -3.44626 2.56327 3.35928
2 Bi 0.14507 -1.61194 1.70957
3 C -1.64717 -2.87925 -1.09140
4 H -0.27168 1.70088 4.12086
5 O 2.26341 -1.09818 2.07957
6 C 2.01833 -2.24058 -0.68093
7 H 2.37823 0.50914 -0.56738
8 H 1.66984 1.91794 3.18256
9 H 2.00446 -4.00208 -3.56109
10 C 1.54203 3.12824 -2.53581
11 C 0.02872 2.95102 -0.67428
12 C -3.42327 2.35188 1.99036
13 H 2.72241 -1.80858 0.01294
14 H -0.81455 3.33369 -0.12202
15 H -3.54977 -3.62275 -1.71060
16 H -4.34758 2.91670 3.83032
17 H -2.34222 2.45740 5.19077
18 C -2.48572 -3.60370 -1.88990
19 C -1.14911 1.88634 3.51724
20 C 0.68550 -2.25385 -0.36477
21 C 1.84890 1.25716 2.33523
22 C 0.72263 1.83153 -0.23196
23 C 0.25413 -3.53184 -2.40304
24 C 2.25173 2.02889 -2.07363
25 C 1.63527 -3.48635 -2.68673
26 H -2.25680 1.73689 0.30986
27 I -2.60575 -1.59366 0.37000
28 C -2.31670 2.31703 4.12190
29 C 0.44227 3.59057 -1.83060
30 C 2.49973 -0.07642 2.83938
31 C -1.11473 1.70220 2.13741
32 C -0.62236 -4.23954 -3.24959
33 C 2.49633 -2.82067 -1.86413
34 H -0.09957 4.45870 -2.17334
35 H 3.54950 -2.77531 -2.08865
36 H 1.84820 3.62583 -3.44343
37 C -1.95829 -4.31270 -2.97824
38 C 1.83922 1.37305 -0.92940
39 C -0.24514 -2.85566 -1.24205
40 C -2.26639 1.91136 1.37645
41 H -4.30684 2.52662 1.39816
42 H 2.59789 1.72834 1.69214
43 O 3.18901 -0.06837 3.81659
44 P 0.34642 0.98763 1.33644
45 H 3.12859 1.68440 -2.60130
46 H -2.62825 -4.87360 -3.60969
47 H -0.20968 -4.72167 -4.12306